# 1
Entry from the Open Molecules 2025 dataset: a structure of composition C17H31N3P2Re (ωB97M-V with the def2-TZVPD basis set).

Summary:
- HOMO level (alpha / beta): -0.5457 / -0.5407 Ha
- Net charge: +2
- Kohn-Sham gap (alpha / beta): 5.5 / 4.8 eV
- Electronic energy: -43286.06268 eV
- ⟨S²⟩: 3.96
- Spin multiplicity: 4

Structure (XYZ):
```
54
Properties=species:S:1:pos:R:3:mulliken_charge:R:1
P -1.83 -2.84 -4.77 1.133
P -4.60 -1.81 -3.20 1.315
C -3.54 -3.42 -5.30 -1.265
C -4.69 -2.46 -4.94 -1.169
H -3.69 -4.42 -4.84 0.465
H -3.49 -3.53 -6.40 0.667
H -4.72 -1.59 -5.62 0.464
H -5.65 -3.00 -4.99 0.600
C -5.30 -3.29 -2.35 -1.447
H -5.43 -3.05 -1.29 0.470
H -4.63 -4.15 -2.45 0.403
H -6.28 -3.51 -2.81 0.503
C -6.04 -0.69 -3.21 -1.333
H -6.94 -1.29 -3.40 0.447
H -5.91 0.07 -3.98 0.470
H -6.11 -0.21 -2.22 0.431
C -0.91 -4.23 -5.53 -1.187
H 0.16 -4.04 -5.39 0.396
H -1.15 -4.28 -6.60 0.434
H -1.18 -5.17 -5.03 0.403
C -1.67 -1.62 -6.14 -1.647
H -2.40 -0.80 -6.03 0.346
H -1.86 -2.15 -7.09 0.523
H -0.66 -1.22 -6.13 0.415
Re -0.11 -0.40 -0.85 1.023
C -2.18 0.34 -0.76 -0.600
C -2.17 -0.97 -0.17 -0.910
C -2.40 -2.28 -0.85 0.753
C -1.25 -2.95 -1.63 -0.807
C -0.19 -2.06 -2.19 -0.400
C -0.43 -0.82 -2.94 -0.232
C -1.81 -0.30 -3.20 0.655
C -2.47 0.67 -2.20 -0.974
C 1.78 0.26 -1.13 -1.403
H -2.32 1.18 -0.07 0.557
H -2.31 -1.00 0.92 0.510
H -3.28 -2.19 -1.50 -1.309
H -2.71 -2.99 -0.07 0.836
H -0.77 -3.68 -0.96 0.498
H -1.70 -3.57 -2.43 0.199
H 0.75 -2.57 -2.41 0.608
H 0.35 -0.52 -3.66 0.407
H -2.48 -1.19 -3.23 -1.831
H -1.84 0.18 -4.19 0.687
H -2.13 1.70 -2.39 0.454
H -3.55 0.66 -2.40 0.363
H 1.76 1.35 -0.95 0.417
H 2.18 0.05 -2.14 0.338
H 2.41 -0.21 -0.36 0.414
N 0.06 0.05 1.00 -0.519
C 0.27 0.54 2.06 0.716
N 0.24 0.82 3.27 -0.403
C 0.95 1.61 4.05 0.440
N 1.50 2.27 4.86 -0.321
```



# 2
Entry from the Open Molecules 2025 dataset: a structure of composition C3H14N2O2 (ωB97M-V with the def2-TZVPD basis set).

Summary:
- HOMO level: -0.3061 Ha
- Net charge: 0
- Kohn-Sham gap: 8.1 eV
- Electronic energy: -10409.12773 eV

Structure (XYZ):
```
21
Properties=species:S:1:pos:R:3:mulliken_charge:R:1
N -0.86 -0.47 -0.56 -0.575
C 0.28 0.27 -0.74 0.135
C 1.63 -0.44 -1.32 -1.233
C 0.63 0.99 -1.88 -0.541
N -2.80 1.96 0.68 -0.802
H -0.89 -0.65 0.64 0.456
H -2.66 1.27 -0.07 0.298
H 0.54 0.77 0.19 0.393
H 2.54 0.18 -1.34 0.438
H 1.89 -1.12 -0.51 0.536
H 1.55 -1.04 -2.22 0.384
H 0.13 0.97 -2.82 0.296
H 1.24 1.85 -1.70 0.255
H -2.11 2.69 0.48 0.223
H -2.38 1.46 1.48 0.280
H -1.19 -1.64 2.05 0.252
H -1.01 -1.11 -1.32 0.140
O -0.64 -0.90 1.80 -0.924
H 0.86 -1.20 1.50 0.419
H 2.40 -1.14 1.98 0.262
O 1.85 -1.22 1.20 -0.692
```



# 3
Entry from the Open Molecules 2025 dataset: a structure of composition CHFeO3 (ωB97M-V with the def2-TZVPD basis set).

Summary:
- HOMO level (alpha / beta): -0.8887 / -0.8598 Ha
- Net charge: +2
- Kohn-Sham gap (alpha / beta): 11.0 / 7.1 eV
- Electronic energy: -41554.38091 eV
- ⟨S²⟩: 8.77
- Spin multiplicity: 6

Structure (XYZ):
```
6
Properties=species:S:1:pos:R:3:mulliken_charge:R:1
O -0.49 1.16 1.21 -0.186
C 0.13 0.29 0.53 1.170
O -0.12 0.69 -0.75 -0.553
O -0.01 -0.97 0.60 -0.450
H -0.82 1.65 -0.06 0.604
Fe 0.34 -1.15 -1.30 1.415
```



# 4
Entry from the Open Molecules 2025 dataset: the molecule C4H6N2O (ωB97M-V with the def2-TZVPD basis set).

Summary:
- HOMO level: -0.2851 Ha
- Net charge: 0
- Kohn-Sham gap: 8.4 eV
- Electronic energy: -9267.87067 eV

Structure (XYZ):
```
13
Properties=species:S:1:pos:R:3:mulliken_charge:R:1
O -0.47 0.18 2.57 -0.511
C -0.40 0.00 1.38 0.460
N -0.98 1.01 0.19 -0.309
C 0.09 0.80 -0.82 -0.359
C -0.15 -0.70 -0.85 -0.547
C 0.97 -1.45 -0.27 -0.259
N -0.13 -1.04 0.60 -0.154
H -1.20 2.01 0.36 0.253
H 1.05 1.20 -0.44 0.269
H -0.18 1.23 -1.78 0.334
H -1.59 0.25 -0.43 0.432
H 1.07 -2.52 -0.45 0.191
H 1.92 -0.97 -0.05 0.201
```



# 5
Entry from the Open Molecules 2025 dataset: a cluster of 2 separate species, C2H8S3 in total (ωB97M-V with the def2-TZVPD basis set).

Summary:
- HOMO level: -0.3201 Ha
- Net charge: 0
- Kohn-Sham gap: 9.2 eV
- Electronic energy: -34708.13279 eV
- SMILES: CSS.CS

Structure (XYZ):
```
13
Properties=species:S:1:pos:R:3:mulliken_charge:R:1
C -0.70 -0.72 2.19 -0.950
S -1.52 -1.95 0.95 -0.046
S -3.01 -0.70 0.31 -0.202
H -0.46 0.26 1.90 0.352
H 0.39 -1.04 2.34 0.292
H -1.17 -0.82 3.08 0.399
H -2.90 -0.81 -1.05 0.151
C 1.94 1.27 -1.62 -0.863
S 1.12 -0.02 -2.39 -0.167
H 2.30 1.88 -2.33 0.325
H 1.27 1.84 -1.02 0.310
H 2.62 0.92 -0.92 0.321
H 0.14 -0.11 -1.43 0.078
```



# 6
Entry from the Open Molecules 2025 dataset: the molecule C2H5N3O3 (ωB97M-V with the def2-TZVPD basis set).

Summary:
- HOMO level: -0.3105 Ha
- Net charge: 0
- Kohn-Sham gap: 8.7 eV
- Electronic energy: -12764.08208 eV
- SMILES: N/N=C(/NO)C(=O)O

Structure (XYZ):
```
13
Properties=species:S:1:pos:R:3:mulliken_charge:R:1
N -0.65 2.04 -0.19 -0.604
N 0.53 1.20 -0.12 -0.261
C 0.38 -0.03 -0.12 0.233
N 1.50 -0.84 -0.25 -0.298
O 2.68 -0.40 0.40 -0.395
C -0.88 -0.99 0.01 0.842
O -0.65 -2.21 -0.16 -0.586
O -2.13 -0.45 0.20 -0.490
H -1.59 1.56 0.15 0.260
H -0.53 2.85 0.42 0.253
H 1.29 -1.91 -0.34 0.292
H 2.94 0.18 -0.43 0.381
H -2.88 -1.00 0.43 0.374
```



# 7
Entry from the Open Molecules 2025 dataset: a structure of composition C28H25F5NNiO (ωB97M-V with the def2-TZVPD basis set).

Summary:
- HOMO level (alpha / beta): -0.1265 / -0.1389 Ha
- Net charge: -1
- Kohn-Sham gap (alpha / beta): 6.2 / 4.9 eV
- Electronic energy: -87604.72339 eV
- ⟨S²⟩: 2.03
- Spin multiplicity: 3

Structure (XYZ):
```
61
Properties=species:S:1:pos:R:3:mulliken_charge:R:1
C -2.50 -1.91 1.54 -0.656
C -2.42 -0.54 1.96 -1.297
C -1.97 0.23 0.89 0.008
H -2.70 -0.17 2.95 0.387
C -1.73 -0.66 -0.25 0.862
C -2.09 -2.00 0.21 -1.359
H -1.85 -0.37 -1.32 0.175
C 2.18 -2.20 2.63 -0.637
C 1.09 -1.66 3.37 -0.711
C 0.91 -0.30 2.95 -0.319
H 0.49 -2.17 4.11 0.426
C 1.91 0.00 1.98 -0.055
C 2.68 -1.19 1.76 -0.998
H -1.88 1.32 0.85 0.386
H -2.06 -2.87 -0.44 0.671
H -2.87 -2.72 2.15 0.429
H 3.42 -1.35 0.97 0.307
H 0.10 0.35 3.23 0.420
H 2.60 -3.20 2.74 0.482
Ni 0.06 -0.46 -1.05 -0.439
C 2.06 1.28 1.15 3.685
C 3.54 1.42 0.80 -1.957
C 1.49 2.51 1.83 -1.968
H 4.14 1.32 1.71 0.435
H 3.73 2.41 0.36 0.384
H 3.86 0.65 0.08 0.336
H 1.89 2.60 2.85 0.445
H 0.39 2.47 1.90 0.212
H 1.77 3.39 1.25 0.453
C 1.25 1.00 -0.17 2.760
C 1.44 1.59 -1.59 -0.518
H 0.17 1.13 0.06 -2.272
H 1.58 -0.09 -0.33 -0.972
O 2.39 1.16 -2.25 -0.613
N 0.45 2.52 -2.06 -0.014
C -0.84 1.89 -2.50 -0.499
H 0.84 3.09 -2.81 0.368
C -1.99 2.33 -1.64 0.752
C -3.26 1.76 -1.79 -0.266
H -3.42 0.98 -2.54 0.288
C -4.32 2.18 -0.98 -0.516
H -5.31 1.73 -1.10 0.364
C -4.11 3.19 -0.03 -0.486
H -4.95 3.53 0.60 0.355
C -2.84 3.77 0.12 -0.526
H -2.67 4.56 0.85 0.356
C -1.79 3.34 -0.70 -0.442
H -0.80 3.80 -0.63 0.433
H -0.73 0.77 -2.52 -0.117
H -1.05 2.17 -3.54 0.614
F 0.14 -3.44 1.01 -0.331
C 0.63 -3.47 -0.27 0.790
C 0.71 -2.33 -1.08 -1.607
C 1.34 -2.52 -2.30 1.265
F 1.57 -1.48 -3.16 -0.289
C 1.73 -3.79 -2.77 0.138
F 2.22 -3.91 -4.02 -0.337
C 1.57 -4.92 -1.98 0.631
F 1.90 -6.15 -2.44 -0.333
C 1.04 -4.75 -0.71 0.250
F 0.85 -5.82 0.09 -0.337
```



# 8
Entry from the Open Molecules 2025 dataset: a cluster of 3 separate species, CH2FO4S in total (ωB97M-V with the def2-TZVPD basis set).

Summary:
- HOMO level: -0.2084 Ha
- Net charge: -1
- Kohn-Sham gap: 9.8 eV
- Electronic energy: -22812.23605 eV

Structure (XYZ):
```
9
Properties=species:S:1:pos:R:3:mulliken_charge:R:1
C 0.41 -0.31 -0.70 0.378
O -1.84 -1.27 0.52 -0.657
O -0.63 0.59 1.44 -0.614
O 0.34 -1.65 1.48 -0.634
O 0.52 -0.68 -1.84 -0.504
F 1.62 0.08 -0.13 -0.190
S -0.56 -0.68 0.85 1.153
H 0.40 2.13 -1.11 0.169
H -0.26 1.80 -0.50 -0.101
```



# 9
Entry from the Open Molecules 2025 dataset: a cluster of 2 separate species, C13H15NO in total (ωB97M-V with the def2-TZVPD basis set).

Summary:
- HOMO level (alpha / beta): -0.1904 / -0.3043 Ha
- Net charge: 0
- Kohn-Sham gap (alpha / beta): 6.0 / 5.5 eV
- Electronic energy: -17254.56337 eV
- ⟨S²⟩: 2.04
- Spin multiplicity: 3

Structure (XYZ):
```
30
Properties=species:S:1:pos:R:3:mulliken_charge:R:1
C -3.21 1.12 0.30 -0.433
C -2.06 1.32 1.00 -0.668
C -3.16 0.33 -0.88 -0.725
C 2.72 2.22 -0.48 -0.576
C 2.86 1.57 0.73 -0.616
C -0.84 0.86 0.54 -0.153
C -1.97 -0.29 -1.22 -0.247
C 1.94 1.44 -1.21 -0.154
C 2.07 0.43 0.71 -0.642
C -0.79 -0.04 -0.52 0.645
C -0.28 -2.22 1.44 -0.805
C 1.11 -2.06 -0.74 -0.278
C 0.54 -0.66 -0.97 -0.543
N 1.56 0.30 -0.58 0.477
O 2.26 -2.29 -0.63 -0.459
H -4.09 1.56 0.65 0.493
H -2.10 1.95 1.94 0.268
H -3.93 0.36 -1.72 0.280
H 2.93 3.24 -0.72 0.426
H 3.38 1.95 1.58 0.437
H 0.00 1.39 0.96 0.288
H -2.16 -0.95 -2.02 0.410
H 1.67 1.60 -2.34 0.222
H 1.90 -0.36 1.36 0.458
H -0.65 -2.11 2.38 0.414
H 0.54 -1.71 1.09 -0.148
H 0.10 -3.32 1.52 0.316
H 0.47 -0.54 -2.10 0.429
H 0.37 -2.80 -0.90 0.543
H -1.17 -2.30 0.82 0.342
```



# 10
Entry from the Open Molecules 2025 dataset: the molecule C26H35NO4S (ωB97M-V with the def2-TZVPD basis set).

Summary:
- HOMO level: -0.3212 Ha
- Net charge: 0
- Kohn-Sham gap: 9.1 eV
- Electronic energy: -48047.85965 eV
- SMILES: CCc1ccc(C(=O)COC(=O)[C@H](CCSC)NC(=O)[C@]23C[C@H]4C[C@H](C[C@H](C4)C2)C3)cc1

Structure (XYZ):
```
67
Properties=species:S:1:pos:R:3:mulliken_charge:R:1
C 4.32 -1.00 0.37 -0.921
C 4.53 0.38 -0.25 -1.098
C 3.64 0.54 -1.45 0.395
C 2.39 1.14 -1.33 0.066
C 1.53 1.21 -2.40 -0.316
C 1.91 0.68 -3.64 0.720
C 1.01 0.67 -4.81 0.165
O 1.39 0.81 -5.95 -0.586
C -0.47 0.41 -4.51 -0.543
O -0.61 -0.58 -3.49 -0.323
C -1.21 -0.24 -2.36 0.447
O -1.76 0.81 -2.16 -0.643
C -1.12 -1.36 -1.33 -0.311
C -2.21 -2.41 -1.58 -0.792
C -3.61 -1.84 -1.42 -0.483
S -4.90 -3.03 -1.91 -0.064
C -4.80 -2.87 -3.72 -0.834
N -1.19 -0.78 -0.01 0.149
C -0.08 -0.68 0.77 -1.608
O 0.95 -1.26 0.50 -0.760
C -0.26 0.17 2.03 2.631
C 1.05 0.15 2.82 -1.300
C 0.90 0.99 4.09 0.326
C 0.56 2.43 3.71 -1.473
C -0.75 2.45 2.92 0.428
C -1.87 1.88 3.78 -1.415
C -1.53 0.44 4.17 0.400
C -0.22 0.41 4.96 -1.490
C -1.39 -0.41 2.90 -1.116
C -0.60 1.62 1.65 -0.985
C 3.18 0.12 -3.77 -1.161
C 4.03 0.04 -2.69 -0.427
H 4.63 -1.78 -0.32 0.392
H 3.26 -1.15 0.59 0.139
H 4.89 -1.09 1.29 0.360
H 5.57 0.50 -0.54 0.443
H 4.29 1.15 0.49 0.336
H 2.09 1.55 -0.38 0.201
H 0.58 1.70 -2.29 0.434
H -0.96 1.34 -4.19 0.388
H -0.95 0.04 -5.42 0.403
H -0.13 -1.84 -1.42 0.474
H -2.08 -2.80 -2.59 0.404
H -2.08 -3.24 -0.87 0.376
H -3.83 -1.62 -0.37 0.130
H -3.76 -0.94 -2.01 0.277
H -4.96 -1.84 -4.00 0.268
H -5.58 -3.50 -4.13 0.359
H -3.83 -3.22 -4.07 0.256
H -1.96 -0.14 0.14 0.494
H 1.85 0.55 2.20 0.078
H 1.30 -0.88 3.08 0.484
H 1.84 0.97 4.65 0.320
H 0.46 3.04 4.61 0.537
H 1.36 2.86 3.11 0.459
H -1.00 3.48 2.65 0.320
H -2.82 1.90 3.23 0.517
H -2.00 2.48 4.68 0.517
H -2.34 0.02 4.78 0.290
H 0.02 -0.61 5.24 0.506
H -0.33 1.00 5.87 0.516
H -1.14 -1.44 3.17 0.461
H -2.33 -0.42 2.36 0.278
H 0.20 2.03 1.03 0.170
H -1.53 1.67 1.08 0.458
H 3.47 -0.27 -4.74 0.437
H 5.00 -0.41 -2.80 0.440
```



# 11
Entry from the Open Molecules 2025 dataset: the molecule C4H7NO2 (ωB97M-V with the def2-TZVPD basis set).

Summary:
- HOMO level: -0.3348 Ha
- Net charge: 0
- Kohn-Sham gap: 10.0 eV
- Electronic energy: -9845.84071 eV
- SMILES: O=C1CNC[C@@H]1O

Structure (XYZ):
```
14
Properties=species:S:1:pos:R:3:mulliken_charge:R:1
O -1.86 0.41 1.41 -0.571
C -0.85 0.12 0.81 0.251
C 0.56 0.08 1.37 -0.374
N 1.38 -0.49 0.32 -0.370
C 0.63 -0.61 -0.95 -0.735
C -0.80 -0.14 -0.70 0.456
O -1.01 1.11 -1.34 -0.543
H 0.83 1.11 1.64 0.230
H 0.58 -0.51 2.29 0.273
H 2.26 -0.01 0.20 0.265
H 0.65 -1.65 -1.30 0.253
H 1.06 0.02 -1.75 0.251
H -1.55 -0.88 -0.99 0.278
H -1.86 1.45 -1.01 0.337
```



# 12
Entry from the Open Molecules 2025 dataset: a structure of composition C5H12IP (ωB97M-V with the def2-TZVPD basis set).

Summary:
- HOMO level: -0.3129 Ha
- Net charge: 0
- Kohn-Sham gap: 8.8 eV
- Electronic energy: -22767.00273 eV

Structure (XYZ):
```
19
Properties=species:S:1:pos:R:3:mulliken_charge:R:1
C -1.28 0.33 0.95 -2.099
C 0.23 2.09 0.19 -1.685
C -0.45 0.13 -1.38 -1.333
C 0.75 -2.59 0.21 -1.293
C -0.10 0.60 0.07 1.388
P 1.29 -0.33 0.92 0.032
I 3.15 0.09 -0.62 -0.106
H -2.16 1.00 0.69 0.391
H -1.78 -0.58 0.85 0.481
H -1.13 0.35 1.94 0.685
H 0.77 2.15 1.05 0.608
H -0.59 2.76 0.28 0.382
H 0.80 2.58 -0.72 0.298
H 0.36 0.39 -2.06 0.390
H -0.59 -1.04 -1.46 0.230
H -1.47 0.58 -1.46 0.403
H -0.21 -2.83 0.47 0.371
H 1.46 -3.00 0.86 0.440
H 0.94 -2.70 -0.77 0.418
```



Which energy above the lowest of the compared OMol25 structures with the same formula, charge and spin belongs to each record? In order, 82.9 449.9 141.1 543.3 122.0 339.5 0.0 189.1 0.0 9.2 138.8 157.1 kJ/mol.